(1)
{
  "formula": "C3H12NO2S",
  "method": "ωB97M-V/def2-TZVPD",
  "homo_lumo_gap_ev": 6.18,
  "e_tot_ha": -724.957613,
  "lumo_ev": 3.3,
  "total_charge": -1,
  "symbols": ["C", "C", "C", "S", "N", "H", "H", "H", "H", "H", "H", "H", "H", "H", "H", "O", "H", "H", "O"],
  "xyz": [[-0.129, -2.643, 0.090], [0.303, -1.199, -0.148], [-0.061, -0.725, -1.541], [-1.867, -0.558, -1.926], [-0.378, -0.406, 0.938], [-0.182, -2.927, 1.137], [0.579, -3.280, -0.457], [-1.117, -2.800, -0.346], [1.389, -1.091, -0.059], [0.360, 0.240, -1.821], [0.382, -1.456, -2.234], [-0.271, 0.583, 0.701], [-1.354, -0.534, 0.666], [-0.899, 2.319, -0.378], [-0.569, 2.330, -1.909], [-0.417, 2.766, -1.080], [1.191, 2.822, 3.490], [1.269, 3.288, 2.012], [1.769, 3.270, 2.864]],
  "mulliken_charge": [-1.372, 0.295, -0.870, -0.607, -0.813, 0.406, 0.352, 0.261, 0.289, 0.268, 0.308, 0.152, 0.374, 0.328, 0.282, -0.648, 0.320, 0.339, -0.664]
}

=====

(2)
{
  "formula": "C4H5N2O2",
  "method": "ωB97M-V/def2-TZVPD",
  "homo_lumo_gap_ev": 8.75,
  "e_tot_ha": -414.994699,
  "lumo_ev": -6.2,
  "total_charge": 1,
  "symbols": ["C", "C", "C", "C", "N", "N", "O", "O", "H", "H", "H", "H", "H"],
  "xyz": [[0.026, 1.320, -0.021], [1.372, 1.589, -0.044], [-0.251, -0.092, 0.019], [2.290, 0.344, 0.030], [1.472, -0.705, -0.409], [-1.372, -0.729, 0.189], [3.465, 0.317, 0.224], [1.577, -1.892, 0.128], [-0.574, 2.193, -0.134], [1.634, 2.642, -0.062], [-2.186, -0.269, 0.471], [-1.289, -1.724, 0.212], [1.230, -2.546, -0.479]],
  "mulliken_charge": [-0.421, -0.004, 0.463, 0.228, 0.002, -0.233, -0.391, -0.352, 0.394, 0.398, 0.261, 0.265, 0.390]
}

=====

no.,largest force on an atom (eV/Å)
1,1.65
2,5.27